1.
{"formula": "C37H34N5O6Pd", "method": "the ωB97M-V functional and the def2-TZVPD basis", "lumo_energy_ev": [2.42, 2.42], "total_charge": -1, "orbital_gap_ev": [5.78, 6.41], "spin_multiplicity": 3, "homo_ev": [-3.4, -4.0], "elements": ["Pd", "C", "O", "C", "C", "C", "C", "C", "C", "N", "N", "C", "O", "C", "C", "C", "C", "C", "C", "C", "O", "H", "H", "H", "H", "H", "H", "H", "H", "H", "H", "H", "H", "C", "O", "C", "C", "C", "C", "C", "C", "N", "C", "N", "C", "C", "C", "C", "C", "C", "O", "C", "N", "C", "C", "C", "C", "C", "C", "O", "C", "H", "H", "H", "H", "H", "H", "H", "H", "H", "H", "H", "H", "H", "H", "H", "H", "H", "H", "H", "H", "H", "H"], "xyz": [[1.058, -0.332, 0.269], [0.007, -1.268, -4.469], [0.947, -0.218, -4.681], [2.151, -0.378, -4.033], [3.293, -0.336, -4.792], [4.559, -0.454, -4.200], [4.625, -0.660, -2.842], [3.480, -0.725, -2.031], [3.744, -1.026, -0.623], [2.892, -1.385, 0.255], [3.413, -1.713, 1.516], [2.571, -1.424, 2.488], [1.455, -0.812, 2.450], [3.032, -1.879, 3.846], [2.079, -2.250, 4.789], [2.468, -2.660, 6.057], [3.814, -2.681, 6.403], [4.768, -2.301, 5.468], [4.378, -1.909, 4.193], [2.180, -0.489, -2.601], [1.078, -0.369, -1.953], [-0.857, -1.036, -5.091], [-0.283, -1.341, -3.423], [0.430, -2.225, -4.791], [3.184, -0.213, -5.864], [5.458, -0.402, -4.801], [5.592, -0.794, -2.366], [4.794, -1.005, -0.313], [1.035, -2.205, 4.509], [1.718, -2.960, 6.780], [4.117, -2.986, 7.398], [5.819, -2.314, 5.730], [5.111, -1.634, 3.445], [-2.650, 0.880, -2.615], [-3.777, 0.475, -1.818], [-4.459, 1.426, -1.123], [-5.803, 1.583, -1.453], [-6.612, 2.503, -0.813], [-6.068, 3.295, 0.188], [-4.746, 3.123, 0.554], [-3.917, 2.182, -0.064], [-2.597, 2.106, 0.408], [-1.668, 1.068, 0.325], [-2.227, -0.141, 0.445], [-1.738, -1.489, 0.377], [-0.413, -1.840, 0.233], [-0.114, -3.208, 0.205], [-1.099, -4.172, 0.299], [-2.438, -3.800, 0.445], [-2.749, -2.454, 0.490], [-4.031, -1.968, 0.664], [-5.090, -2.893, 0.564], [-0.401, 1.302, 0.188], [0.155, 2.580, -0.071], [-0.479, 3.621, -0.750], [0.132, 4.851, -0.981], [1.421, 5.070, -0.548], [2.107, 4.040, 0.084], [1.502, 2.811, 0.305], [2.176, 1.770, 0.852], [3.493, 1.961, 1.339], [-2.873, 0.654, -3.657], [-1.760, 0.329, -2.308], [-2.469, 1.949, -2.522], [-6.184, 0.964, -2.255], [-7.651, 2.607, -1.100], [-6.674, 4.033, 0.699], [-4.327, 3.713, 1.362], [-2.220, 2.956, 0.791], [-3.223, -0.116, 0.594], [0.924, -3.511, 0.107], [-0.844, -5.227, 0.263], [-3.209, -4.552, 0.526], [-6.013, -2.320, 0.619], [-5.068, -3.617, 1.383], [-5.052, -3.431, -0.387], [-1.475, 3.470, -1.133], [-0.411, 5.625, -1.509], [1.910, 6.023, -0.710], [3.135, 4.191, 0.380], [3.785, 1.004, 1.763], [3.509, 2.732, 2.111], [4.176, 2.227, 0.530]], "forces_ev_per_angstrom": [[-0.6, -0.7, -0.2], [0.1, 0.0, -0.1], [-0.2, 0.0, 0.0], [0.1, 0.0, 0.1], [0.1, -0.1, 0.0], [-0.1, 0.0, 0.0], [0.0, 0.0, -0.1], [-0.1, 0.1, 0.2], [0.2, -0.2, -0.5], [0.2, 0.3, 0.7], [-0.2, 0.1, -0.2], [0.0, 0.0, 0.2], [0.4, -0.1, -0.2], [0.0, 0.0, 0.0], [0.0, 0.0, 0.1], [0.0, 0.0, 0.0], [0.0, 0.0, 0.0], [0.0, 0.0, 0.0], [0.1, -0.1, 0.0], [0.0, -0.1, 0.1], [0.4, 0.2, 0.0], [0.0, 0.0, 0.0], [0.0, 0.0, 0.1], [0.0, 0.0, 0.0], [0.0, 0.0, 0.0], [0.0, 0.0, 0.0], [0.0, 0.0, 0.0], [0.0, -0.1, -0.1], [0.0, 0.0, 0.0], [0.0, 0.0, 0.0], [0.0, 0.0, 0.0], [0.0, 0.0, 0.0], [0.0, 0.0, 0.0], [0.0, 0.0, 0.1], [0.2, -0.1, -0.1], [0.0, 0.0, 0.0], [0.0, 0.0, 0.0], [0.0, 0.0, 0.0], [0.0, 0.0, 0.0], [-0.1, 0.0, 0.0], [0.1, -0.1, 0.1], [-0.1, 0.0, -0.1], [0.0, 0.2, -0.3], [0.0, -0.5, 0.2], [-0.1, 0.3, -0.1], [0.0, 0.0, 0.1], [0.0, 0.0, -0.1], [-0.1, 0.0, 0.0], [0.1, 0.0, 0.0], [-0.2, -0.1, 0.0], [-0.1, 0.0, 0.0], [0.1, 0.0, 0.0], [0.3, 0.4, 0.1], [-0.2, -0.3, 0.1], [0.0, 0.1, -0.1], [-0.1, -0.1, 0.0], [0.0, 0.0, 0.0], [-0.1, 0.0, 0.0], [0.2, 0.1, 0.0], [-0.2, 0.1, 0.1], [-0.1, -0.1, -0.1], [0.0, 0.0, 0.0], [0.0, 0.0, 0.1], [0.0, 0.1, 0.0], [0.0, 0.0, 0.0], [0.0, 0.0, 0.0], [0.0, 0.0, 0.0], [0.0, 0.0, 0.0], [0.0, 0.0, -0.1], [0.0, 0.0, 0.0], [0.0, 0.0, 0.0], [0.0, 0.0, 0.0], [0.0, 0.0, 0.0], [0.0, 0.0, 0.0], [0.0, 0.0, 0.0], [0.0, 0.0, 0.0], [0.0, 0.0, -0.1], [0.0, 0.0, 0.0], [0.0, 0.0, 0.0], [0.0, 0.0, 0.0], [0.0, 0.0, 0.0], [0.0, 0.0, 0.0], [0.0, 0.0, 0.0]]}

=====

2.
{"formula": "C37H35AlFO6", "method": "the ωB97M-V functional and the def2-TZVPD basis", "lumo_energy_ev": 0.07, "total_charge": -1, "orbital_gap_ev": 4.83, "spin_multiplicity": 1, "homo_ev": -4.8, "elements": ["C", "C", "C", "C", "Al", "C", "C", "O", "F", "O", "C", "C", "C", "H", "H", "H", "H", "H", "H", "H", "H", "H", "H", "H", "H", "H", "H", "H", "H", "H", "H", "H", "C", "C", "C", "C", "C", "C", "C", "O", "C", "C", "C", "C", "C", "C", "C", "O", "H", "H", "H", "H", "H", "H", "H", "H", "C", "C", "C", "C", "C", "C", "C", "O", "C", "C", "C", "C", "C", "C", "C", "O", "H", "H", "H", "H", "H", "H", "H", "H"], "xyz": [[-6.290, 2.524, -0.195], [-5.651, 0.990, -0.272], [-4.234, 0.994, 0.616], [-4.698, 0.901, 2.187], [-3.890, 2.357, 3.407], [-2.738, 3.712, 2.366], [-3.775, 4.940, 1.904], [-4.823, 5.341, 2.636], [-3.567, 5.681, 0.607], [-2.942, 1.450, 4.769], [-3.810, 0.415, 5.420], [-5.096, 1.054, 6.212], [-6.512, 1.020, 5.390], [-5.827, 3.143, -1.101], [-5.949, 2.997, 0.833], [-7.460, 2.504, -0.241], [-6.422, 0.245, 0.243], [-5.444, 0.634, -1.368], [-3.540, 1.905, 0.358], [-3.672, -0.015, 0.324], [-5.878, 0.994, 2.252], [-4.399, -0.190, 2.562], [-5.009, 3.237, 4.168], [-2.208, 3.282, 1.416], [-1.905, 4.242, 3.012], [-3.111, -0.062, 6.262], [-4.082, -0.470, 4.699], [-4.776, 2.132, 6.590], [-5.273, 0.420, 7.208], [-6.680, -0.046, 4.936], [-6.604, 1.792, 4.516], [-7.399, 1.273, 6.147], [-2.353, -4.178, -5.977], [-3.296, -3.341, -5.381], [-2.997, -2.696, -4.180], [-1.755, -2.898, -3.566], [-0.822, -3.754, -4.149], [-1.117, -4.387, -5.364], [0.472, -4.014, -3.485], [1.294, -4.763, -3.998], [0.757, -3.365, -2.190], [1.956, -3.647, -1.521], [2.239, -3.027, -0.302], [1.334, -2.119, 0.246], [0.137, -1.840, -0.415], [-0.156, -2.472, -1.631], [-1.441, -2.198, -2.305], [-2.239, -1.403, -1.821], [-2.582, -4.674, -6.918], [-4.264, -3.188, -5.853], [-3.736, -2.040, -3.723], [-0.388, -5.046, -5.832], [2.669, -4.352, -1.944], [3.168, -3.251, 0.218], [1.558, -1.630, 1.192], [-0.567, -1.134, 0.022], [3.805, 2.697, -1.417], [3.271, 1.409, -1.387], [4.102, 0.314, -1.141], [5.473, 0.507, -0.937], [6.011, 1.793, -0.991], [5.173, 2.892, -1.220], [7.464, 2.003, -0.826], [7.936, 3.132, -0.870], [8.339, 0.833, -0.616], [9.725, 1.012, -0.516], [10.559, -0.088, -0.304], [10.013, -1.365, -0.183], [8.633, -1.547, -0.288], [7.796, -0.447, -0.515], [6.341, -0.655, -0.660], [5.861, -1.777, -0.558], [3.156, 3.551, -1.599], [2.207, 1.256, -1.552], [3.677, -0.688, -1.114], [5.583, 3.899, -1.250], [10.160, 2.006, -0.607], [11.636, 0.053, -0.232], [10.662, -2.221, -0.011], [8.214, -2.548, -0.197]], "forces_ev_per_angstrom": [[0.7, -0.6, -0.2], [0.3, 0.6, 0.6], [-1.4, -1.6, -0.4], [0.0, -0.9, -0.6], [0.0, -1.0, 1.2], [0.5, 2.3, -1.7], [-4.8, 1.7, 3.9], [7.3, -2.3, -5.6], [-0.3, -1.9, 2.8], [-2.4, -1.3, -0.2], [1.5, 0.5, 1.0], [-0.1, -0.3, 0.4], [-0.4, 0.3, 0.4], [-1.2, -1.1, 2.1], [-0.8, -0.8, -2.2], [2.3, 0.2, 0.0], [1.8, 1.5, -1.1], [-0.5, 0.8, 1.9], [-1.5, -1.7, 0.3], [-0.9, 2.3, 0.6], [2.3, -0.3, -0.2], [-0.8, 2.3, -0.7], [0.1, -0.1, -0.1], [-0.9, 1.1, 1.6], [-1.7, -0.9, -1.2], [-1.5, 0.9, -1.7], [0.2, 1.8, 1.2], [-0.8, -2.2, -1.1], [0.4, 1.1, -2.1], [0.3, 1.9, 1.0], [0.5, -1.4, 1.8], [1.8, -0.7, -1.6], [0.3, 0.0, 0.2], [0.2, 0.1, 0.3], [-0.1, -0.1, -0.3], [-0.4, -0.2, -0.5], [-0.4, -0.1, -0.5], [-0.3, 0.0, -0.1], [1.0, -0.8, -0.5], [-0.4, 0.4, 0.2], [0.4, 0.1, 0.5], [0.1, 0.1, 0.3], [-0.1, -0.2, -0.3], [-0.3, 0.0, -0.2], [0.2, 0.0, 0.1], [0.4, 0.1, 0.5], [-1.1, 1.1, 0.7], [0.6, -0.6, -0.4], [0.1, 0.1, 0.2], [0.2, 0.0, 0.1], [0.3, -0.1, 0.0], [-0.1, 0.2, 0.3], [-0.3, 0.2, 0.0], [-0.1, 0.1, -0.1], [-0.1, -0.1, -0.2], [0.0, -0.2, -0.2], [0.4, -0.1, 0.0], [0.3, -0.2, 0.1], [-0.2, 0.2, -0.1], [-0.5, 0.2, -0.1], [-0.5, 0.3, -0.1], [-0.3, -0.1, -0.1], [0.4, 1.4, -0.1], [-0.2, -0.7, 0.0], [0.6, -0.3, 0.1], [0.2, -0.3, 0.1], [-0.3, 0.2, -0.1], [-0.4, 0.1, 0.0], [0.3, 0.1, 0.0], [0.6, -0.3, 0.1], [-0.7, -1.3, 0.1], [0.3, 0.6, 0.0], [0.1, -0.2, 0.0], [0.2, 0.0, 0.1], [0.2, 0.2, 0.0], [0.1, -0.3, 0.0], [-0.3, -0.2, 0.0], [-0.2, 0.0, 0.0], [-0.1, 0.1, 0.0], [-0.1, 0.3, -0.1]]}

=====

3.
{"formula": "C37H35BN9P2Rb", "method": "the ωB97M-V functional and the def2-TZVPD basis", "lumo_energy_ev": [-2.49, -5.06], "total_charge": 1, "orbital_gap_ev": [8.11, 5.54], "spin_multiplicity": 2, "homo_ev": [-10.6, -10.6], "elements": ["Rb", "C", "C", "N", "N", "C", "B", "N", "C", "C", "C", "N", "N", "C", "C", "C", "N", "N", "C", "C", "C", "N", "H", "H", "H", "H", "H", "H", "H", "H", "H", "H", "H", "H", "C", "N", "P", "C", "C", "C", "C", "C", "C", "C", "C", "C", "C", "C", "C", "P", "C", "C", "C", "C", "C", "C", "C", "C", "C", "C", "C", "C", "H", "H", "H", "H", "H", "H", "H", "H", "H", "H", "H", "H", "H", "H", "H", "H", "H", "H", "H", "H", "H", "H", "H"], "xyz": [[-1.619, -0.840, 1.273], [1.415, 0.266, -2.903], [1.430, -0.264, -1.609], [0.219, -0.684, -1.238], [-0.585, -0.435, -2.289], [0.102, 0.141, -3.297], [-2.049, -0.940, -2.332], [-2.900, -0.173, -1.288], [-4.109, -0.546, -0.821], [-4.586, 0.463, -0.014], [-3.577, 1.440, -0.065], [-2.559, 1.053, -0.825], [-2.095, -2.442, -1.977], [-1.936, -3.502, -2.799], [-1.861, -4.637, -2.025], [-1.980, -4.164, -0.711], [-2.110, -2.845, -0.682], [-2.628, -0.642, -3.713], [-3.513, 0.327, -4.052], [-3.650, 0.317, -5.417], [-2.780, -0.704, -5.841], [-2.166, -1.273, -4.819], [2.236, 0.657, -3.478], [2.276, -0.404, -0.953], [-0.379, 0.380, -4.230], [-4.540, -1.493, -1.101], [-5.531, 0.501, 0.501], [-3.558, 2.408, 0.408], [-1.889, -3.356, -3.864], [-1.753, -5.653, -2.362], [-1.986, -4.725, 0.211], [-3.980, 0.948, -3.306], [-4.284, 0.945, -6.017], [-2.582, -1.050, -6.844], [3.713, 0.718, 1.030], [2.553, 0.840, 1.943], [2.498, -0.207, 3.381], [4.252, -0.226, 3.850], [4.636, 0.708, 4.812], [5.959, 0.789, 5.222], [6.901, -0.073, 4.682], [6.524, -1.015, 3.732], [5.206, -1.093, 3.315], [2.228, -1.851, 2.628], [2.539, -2.983, 3.386], [2.241, -4.248, 2.904], [1.626, -4.402, 1.666], [1.301, -3.284, 0.913], [1.592, -2.016, 1.402], [1.200, 1.564, 1.322], [1.660, 2.971, 0.324], [2.572, 3.915, 0.801], [2.870, 5.015, 0.018], [2.261, 5.171, -1.224], [1.353, 4.232, -1.690], [1.050, 3.119, -0.919], [-0.084, 2.042, 2.489], [-0.312, 1.604, 3.801], [-1.418, 2.050, 4.502], [-2.312, 2.942, 3.922], [-2.096, 3.380, 2.624], [-1.006, 2.924, 1.902], [3.860, -0.327, 0.756], [4.601, 1.078, 1.544], [3.559, 1.309, 0.130], [3.894, 1.367, 5.248], [6.249, 1.515, 5.970], [7.931, -0.018, 5.006], [7.260, -1.691, 3.318], [4.918, -1.834, 2.580], [3.024, -2.882, 4.350], [2.493, -5.117, 3.498], [1.402, -5.391, 1.288], [0.815, -3.380, -0.050], [1.322, -1.164, 0.793], [3.039, 3.790, 1.771], [3.576, 5.753, 0.374], [2.499, 6.035, -1.830], [0.883, 4.358, -2.656], [0.350, 2.375, -1.282], [0.389, 0.945, 4.288], [-1.570, 1.709, 5.518], [-3.168, 3.297, 4.479], [-2.782, 4.082, 2.168], [-0.874, 3.264, 0.883]], "forces_ev_per_angstrom": [[0.0, -0.1, 0.1], [0.1, 0.1, 0.0], [0.0, -0.1, 0.0], [0.1, 0.1, 0.0], [0.0, 0.1, -0.1], [0.0, -0.1, 0.1], [0.0, 0.1, 0.0], [0.1, 0.0, 0.1], [-0.1, 0.0, 0.0], [0.0, 0.0, 0.0], [0.0, 0.0, 0.0], [0.0, 0.0, -0.1], [0.0, 0.0, 0.0], [0.0, 0.0, 0.0], [0.0, 0.0, 0.0], [0.0, 0.0, 0.0], [0.0, 0.0, 0.0], [0.0, -0.1, 0.0], [0.0, 0.0, 0.0], [0.0, 0.0, 0.0], [0.0, 0.0, 0.0], [0.0, 0.0, 0.0], [0.0, 0.0, 0.0], [0.0, 0.0, 0.0], [0.0, 0.0, 0.0], [0.0, 0.0, 0.0], [0.0, 0.0, 0.0], [0.0, 0.0, 0.0], [0.0, 0.0, 0.0], [0.0, 0.0, 0.0], [0.0, 0.0, 0.0], [0.0, 0.0, 0.0], [0.0, 0.0, 0.0], [0.0, 0.0, 0.0], [0.0, 0.0, 0.0], [0.0, 0.0, 0.0], [0.0, -0.1, 0.0], [0.0, 0.0, 0.0], [0.0, 0.0, 0.0], [0.0, 0.0, 0.0], [0.0, 0.0, 0.0], [0.0, 0.0, 0.0], [0.0, 0.0, 0.0], [0.1, 0.0, 0.1], [0.0, 0.0, 0.0], [0.0, 0.0, 0.0], [0.0, 0.0, 0.0], [-0.1, 0.0, 0.0], [0.1, 0.0, 0.0], [0.0, -0.2, 0.1], [-0.1, 0.0, -0.1], [0.0, 0.0, 0.0], [0.0, 0.0, 0.0], [0.0, 0.0, 0.0], [0.0, 0.0, 0.0], [0.0, 0.0, 0.0], [-0.1, 0.3, 0.0], [0.2, -0.1, -0.1], [-0.1, 0.1, 0.0], [0.0, 0.0, 0.0], [0.0, 0.0, 0.0], [-0.1, 0.0, 0.1], [0.0, 0.0, 0.0], [0.0, 0.0, 0.0], [0.0, 0.0, 0.0], [0.0, 0.0, 0.0], [0.0, 0.0, 0.0], [0.0, 0.0, 0.0], [0.0, 0.0, 0.0], [0.0, 0.0, 0.0], [0.0, 0.0, 0.0], [0.0, 0.0, 0.0], [0.0, 0.0, 0.0], [0.0, 0.0, 0.0], [0.0, 0.0, 0.0], [0.0, 0.0, 0.0], [0.0, 0.0, 0.0], [0.0, 0.0, 0.0], [0.0, 0.0, 0.0], [0.0, 0.0, 0.0], [0.0, 0.0, 0.0], [0.0, 0.0, 0.0], [0.0, 0.0, 0.0], [0.0, 0.0, 0.0], [0.0, 0.0, 0.0]]}

=====

Calculated values (a.u.) of E_tot for the records, taken in order: -2283.420094; -2224.637061; -2655.302526.